Entry 1:
C2H16BrO6 | ωB97M-V/def2-TZVPD

For the total energy, the calculation gives -3111.36386 Eh. The HOMO-LUMO gap comes out at 9.1 eV. The calculation puts the lowest unoccupied orbital energy at 0.12087 hartree.

ORCA input file:
```
! RIJCOSX wB97M-V def2-TZVPD def2/J DEFGRID3
* xyz -1 1
Br -0.62099 -0.54024 -0.55574
C 1.08207 -1.48547 3.46853
C 1.05173 -0.03968 3.10397
O -0.27579 0.20701 2.69686
H 2.08501 -1.82180 3.73139
H 0.69666 -2.11189 2.66407
H 0.45905 -1.66118 4.34549
H 1.70398 0.11727 2.24488
H 1.44250 0.65230 3.85001
H -0.35800 0.25075 1.74139
O 0.91465 1.93478 -2.81034
H 1.01537 1.44705 -3.62778
H 0.70886 1.26694 -2.15622
O -1.93339 2.82376 -0.83477
H -1.38606 3.24834 -1.49537
H -1.38380 2.12437 -0.48118
O -3.67241 0.21874 -1.81156
H -3.56122 0.02148 -2.74159
H -2.96845 -0.26372 -1.37807
O 2.80901 -0.04358 -0.23236
H 1.86438 0.08007 -0.32525
H 3.13153 0.80026 0.08411
O -0.87472 -2.30837 -3.53287
H -1.49880 -2.94903 -3.19183
H -0.43120 -1.96821 -2.75582
*
```

Results of the Löwdin charge analysis, in e, for atoms 1 through 5: 0.060 -0.105 -0.346 -0.130 0.065


Entry 2:
C2H16HfO13 | ωB97M-V/def2-TZVPD

For the total energy, the calculation gives -1111.56081 Eh. The HOMO-LUMO gap comes out at 10.4 eV. The calculation puts the lowest unoccupied orbital energy at -0.27261 hartree.

ORCA input file:
```
! RIJCOSX wB97M-V def2-TZVPD def2/J DEFGRID3
* xyz 2 1
Hf -0.81041 -1.03434 -0.41538
C 1.35459 0.21566 -0.78038
O 0.22559 0.58766 -1.15638
O 2.42759 1.05166 -0.76138
O 1.19659 -0.92434 -0.33137
H 2.10859 1.92966 -0.72638
C -0.24941 -2.87534 -2.08938
O -0.24641 -2.94734 -0.87438
O -0.11441 -3.94034 -2.93038
O -0.58641 -1.72834 -2.37737
H -0.16141 -4.70534 -2.33137
O 0.29759 3.23666 0.18562
H 0.23659 4.19466 0.13962
H -0.39041 2.96866 -0.39738
O -1.27941 0.66766 0.91662
H -0.71741 1.28666 1.33062
H -2.13741 1.00566 1.07362
O -0.38341 -1.77634 1.58563
H 0.50659 -2.07034 1.86562
H -0.84541 -2.12734 2.36362
O 2.08259 -2.05134 2.34662
H 1.81859 -2.24334 3.22362
H 2.18659 -1.10534 2.38462
O 2.55259 0.62066 2.51762
H 2.59559 1.22066 3.28762
H 2.60159 1.20266 1.77163
O -2.31941 0.09566 -1.47938
H -2.33841 1.02766 -1.65638
H -3.17541 -0.08434 -1.90338
O -1.88141 2.53966 -1.42138
H -2.79641 2.73266 -1.14138
H -1.75841 3.02966 -2.21938
*
```

Results of the Löwdin charge analysis, in e, for atoms 1 through 5: 1.876 -0.602 -0.056 0.236 0.002


Entry 3:
C2H16NO5 | ωB97M-V/def2-TZVPD

For the total energy, the calculation gives -516.51540 Eh. The HOMO-LUMO gap comes out at 10.8 eV. The calculation puts the lowest unoccupied orbital energy at -0.09806 hartree.

ORCA input file:
```
! RIJCOSX wB97M-V def2-TZVPD def2/J DEFGRID3
* xyz 1 1
C 0.66092 -0.45483 1.34753
O 0.42086 -1.62395 0.57949
C -0.38305 0.51062 0.68717
N -0.09079 0.75387 -0.74254
H 1.68820 -0.19908 1.11482
H 0.48280 -0.47191 2.41698
H -0.05319 -2.36472 1.11613
H -1.41612 0.16058 0.81041
H -0.33371 1.43319 1.25553
H -0.27781 -0.09138 -1.32024
H 0.85064 1.14072 -0.85008
H -0.83423 1.48296 -0.92752
H 2.53513 2.72565 -0.28231
H 2.01329 2.35873 1.06448
O 2.04685 2.01271 0.17505
H -0.77576 -1.99283 -3.00275
H -0.51376 -2.45752 -1.46555
O -0.39909 -1.77855 -2.14983
H -0.56280 -3.09866 3.20203
H -1.77675 -3.74256 2.44085
O -1.09518 -3.08208 2.41621
H -0.11342 2.46391 -2.93525
H -1.44894 3.32963 -2.63534
O -0.62406 2.98551 -2.31526
*
```

Results of the Löwdin charge analysis, in e, for atoms 1 through 5: -0.206 -0.125 -0.148 0.147 0.108